[1]
{"formula": "C11H12BCl3N2O", "method": "ωB97M-V/def2-TZVPD", "species": ["Cl", "B", "Cl", "Cl", "O", "C", "C", "C", "C", "C", "C", "C", "H", "H", "H", "H", "H", "H", "C", "C", "C", "N", "C", "N", "H", "H", "H", "H", "H", "H"], "xyz": [[-2.89878, -2.90037, -0.31041], [-1.10913, -2.77705, -0.66703], [-0.34271, -4.45928, -1.00966], [-0.75562, -1.66696, -2.15879], [-0.43385, -2.11268, 0.47403], [0.79182, -1.73785, 0.51787], [1.44742, -1.40701, 1.76850], [2.86516, -1.41424, 1.91462], [3.43523, -1.03730, 3.11891], [2.63634, -0.75601, 4.23355], [1.23883, -0.92473, 4.14912], [0.63761, -1.30747, 2.94371], [1.39848, -1.85912, -0.40224], [3.47470, -1.65027, 1.04671], [4.51507, -0.92562, 3.18329], [3.08560, -0.41730, 5.17347], [0.60319, -0.73112, 5.01953], [-0.44555, -1.47517, 2.86302], [-0.82478, 4.20529, -1.47409], [-0.09489, 2.93971, -1.19615], [-0.39541, 1.80696, -0.42221], [0.64703, 0.90152, -0.54428], [1.57713, 1.42815, -1.32077], [1.12974, 2.66699, -1.74055], [-1.78766, 4.22569, -0.96647], [-0.26882, 5.07274, -1.11926], [-1.03373, 4.30260, -2.53971], [-1.28910, 1.69934, 0.18272], [2.56560, 1.03282, -1.58496], [1.56981, 3.30500, -2.38730]], "forces_ev_per_a": [[0.353, 0.087, 0.139], [-0.148, -0.206, -1.894], [-0.102, 0.545, 0.448], [-0.230, -0.315, 0.204], [2.220, 0.974, 1.567], [-0.801, -1.297, -0.773], [-0.413, -0.783, 1.476], [-1.262, 0.683, -0.646], [0.056, 0.019, 0.276], [-0.633, -0.109, -0.323], [0.008, -0.091, -0.220], [0.692, 0.628, -0.395], [-0.446, 0.250, 0.431], [0.014, 0.157, 0.116], [-0.191, -0.169, 0.048], [-0.155, -0.172, -0.431], [0.338, -0.190, -0.294], [0.585, 0.232, 0.055], [-0.161, -0.062, 0.068], [-0.232, -1.703, 1.021], [1.089, 1.385, -1.367], [0.375, -0.212, 0.513], [-1.402, 0.875, 0.246], [0.468, 0.046, -0.242], [0.032, -0.166, 0.058], [0.082, 0.079, -0.135], [0.081, 0.144, -0.048], [0.322, -0.440, -0.123], [-0.753, 0.095, 0.123], [0.213, -0.283, 0.104]], "lowdin_charge": [0.5236, -1.8725, 0.4672, 0.4733, -0.0615, -0.0524, -0.1581, -0.0073, -0.0751, -0.0523, -0.0570, 0.0200, 0.1371, 0.1204, 0.1089, 0.1127, 0.1108, 0.1337, -0.0386, -0.3079, -0.0796, 0.0303, -0.1691, 0.0722, 0.0800, 0.0776, 0.0802, 0.1082, 0.1223, 0.1528], "orbital_gap_ev": 7.29, "e_above_lowest_kcal_mol": 5.9}

***

[2]
{"formula": "C35H41ClN6O4", "method": "ωB97M-V/def2-TZVPD", "species": ["C", "C", "O", "N", "C", "C", "C", "C", "C", "C", "O", "C", "O", "O", "C", "Cl", "H", "H", "H", "H", "H", "H", "H", "H", "H", "H", "H", "H", "H", "H", "H", "H", "C", "C", "C", "N", "C", "C", "H", "H", "H", "H", "H", "C", "C", "C", "N", "C", "C", "H", "H", "H", "H", "H", "C", "C", "C", "N", "C", "C", "H", "H", "H", "H", "H", "C", "C", "C", "N", "C", "C", "H", "H", "H", "H", "H", "C", "C", "C", "N", "C", "C", "H", "H", "H", "H", "H"], "xyz": [[-2.94688, -0.17007, 4.53393], [-2.51999, 0.01249, 3.08546], [-2.11853, 1.06627, 2.74079], [-2.61227, -1.03196, 2.14101], [-2.57145, -2.36613, 2.74222], [-3.73542, -0.84397, 1.19441], [-3.25761, -0.25034, -0.13542], [-2.70088, -1.29570, -1.14146], [-1.17708, -1.20611, -1.37566], [-0.37258, -1.16473, -0.08529], [-0.07405, 0.12095, 0.43105], [1.05857, 0.50358, -0.24258], [1.41404, 1.57028, -0.33954], [1.70806, -0.58804, -0.76790], [1.05867, -1.67409, -0.13012], [1.28359, -3.28875, -0.78004], [-3.86343, -0.76148, 4.56106], [-2.17610, -0.60031, 5.16595], [-3.20546, 0.81837, 4.89256], [-3.25163, -2.50798, 3.58743], [-1.56592, -2.67387, 3.03004], [-2.89797, -3.07617, 1.98415], [-4.32732, -1.74562, 1.05937], [-4.40804, -0.09087, 1.62283], [-2.50041, 0.50577, 0.03411], [-4.12521, 0.22416, -0.58886], [-3.15330, -1.10611, -2.11147], [-2.96284, -2.30759, -0.82769], [-0.85232, -2.09665, -1.91418], [-0.99650, -0.33820, -2.00971], [-0.86444, -1.90151, 0.55048], [1.33877, -1.66813, 0.92351], [-8.90045, -3.88946, 1.85525], [-8.28417, -2.67491, 2.10660], [-6.90268, -2.61171, 2.01905], [-6.12985, -3.65267, 1.71054], [-6.74111, -4.81301, 1.47353], [-8.11554, -4.98403, 1.53074], [-9.97780, -3.98211, 1.91154], [-8.85990, -1.79643, 2.36398], [-6.37522, -1.68199, 2.20563], [-6.08740, -5.64265, 1.22680], [-8.55802, -5.94943, 1.32686], [3.96953, 4.01984, -1.98008], [3.83204, 2.74689, -2.50757], [4.43573, 2.47290, -3.72541], [5.13940, 3.36642, -4.42154], [5.25810, 4.58561, -3.89751], [4.69855, 4.96279, -2.68680], [3.51413, 4.27265, -1.03064], [3.26995, 1.98503, -1.98611], [4.35749, 1.48899, -4.17536], [5.83453, 5.29008, -4.48820], [4.83077, 5.96770, -2.30910], [2.62901, -6.19999, 2.26711], [2.97739, -6.85405, 3.43701], [2.26764, -6.55850, 4.59125], [1.26992, -5.67741, 4.64134], [0.95135, -5.05796, 3.50592], [1.59292, -5.28106, 2.29720], [3.15786, -6.40293, 1.34398], [3.78098, -7.57764, 3.45614], [2.50384, -7.04849, 5.52972], [0.13663, -4.34553, 3.57882], [1.29065, -4.74948, 1.40387], [-2.66881, 5.25111, -0.92144], [-3.98869, 5.04802, -1.29098], [-4.67808, 3.99521, -0.70987], [-4.14399, 3.16188, 0.18328], [-2.87054, 3.37209, 0.52639], [-2.09487, 4.39827, 0.00657], [-2.09562, 6.06327, -1.35164], [-4.47365, 5.69100, -2.01315], [-5.71429, 3.80083, -0.96738], [-2.46239, 2.67811, 1.25240], [-1.06778, 4.52229, 0.32190], [9.61469, 4.30028, -5.67265], [10.82250, 4.65172, -5.09184], [10.88661, 4.73357, -3.70941], [9.85143, 4.49673, -2.90463], [8.69754, 4.16161, -3.48254], [8.52605, 4.04822, -4.85423], [9.52287, 4.22397, -6.74910], [11.69601, 4.85760, -5.69580], [11.81208, 5.00231, -3.21101], [7.87299, 3.97713, -2.80197], [7.56559, 3.76980, -5.26790]], "forces_ev_per_a": [[-0.598, -0.162, -0.467], [-0.053, -1.504, 0.629], [0.625, 2.585, -0.887], [-0.519, -1.366, 1.017], [-0.363, -0.420, -0.497], [0.468, 1.611, -0.185], [-0.273, -0.972, -0.487], [0.436, 0.462, 0.236], [-0.328, 0.225, 0.056], [-0.044, -2.297, -0.499], [-0.192, 0.050, -0.427], [-1.893, -4.770, 0.578], [2.050, 5.724, -0.557], [0.296, -0.262, 0.061], [-0.805, 0.213, 0.376], [0.249, 0.534, -0.417], [0.144, -0.238, 0.268], [0.015, -0.186, -0.013], [0.212, 0.166, 0.116], [0.072, 0.041, 0.038], [0.102, 0.289, 0.154], [0.021, -0.087, -0.033], [0.266, -0.292, 0.035], [-0.123, -0.081, 0.038], [-0.104, 0.276, 0.241], [0.003, 0.224, -0.051], [-0.198, -0.252, -0.101], [-0.073, -0.064, -0.021], [0.014, 0.036, -0.178], [0.312, 0.078, 0.017], [-0.282, 0.946, 0.944], [0.561, -0.475, -0.054], [-0.085, -0.019, 0.000], [-0.009, -0.038, -0.007], [0.167, 0.013, 0.022], [-0.121, 0.025, -0.013], [0.157, -0.004, -0.010], [-0.001, 0.047, 0.016], [0.013, 0.001, -0.002], [0.027, 0.009, -0.003], [-0.094, 0.046, 0.013], [-0.058, -0.032, -0.009], [0.027, -0.005, -0.001], [-0.028, 0.046, 0.086], [0.017, -0.047, -0.030], [0.080, 0.003, -0.124], [-0.033, 0.027, 0.125], [-0.002, 0.001, -0.144], [-0.028, -0.034, 0.000], [-0.006, -0.028, -0.010], [-0.008, 0.015, 0.005], [-0.035, -0.014, 0.054], [-0.012, 0.068, 0.079], [0.017, 0.001, -0.027], [0.057, -0.024, -0.077], [-0.022, 0.020, -0.018], [-0.074, 0.031, 0.122], [0.060, -0.016, -0.118], [-0.032, -0.003, 0.124], [-0.022, 0.005, 0.007], [-0.005, 0.007, 0.010], [-0.010, 0.000, 0.024], [0.048, -0.027, -0.035], [-0.010, 0.013, -0.060], [0.007, -0.055, 0.122], [0.067, 0.065, -0.028], [0.009, -0.004, 0.009], [-0.057, -0.123, 0.076], [0.078, 0.133, -0.095], [-0.060, -0.164, 0.118], [-0.074, 0.041, -0.065], [-0.010, -0.009, 0.001], [-0.019, -0.015, 0.008], [0.007, 0.056, -0.045], [0.057, 0.057, -0.026], [-0.006, -0.048, 0.011], [0.017, 0.006, -0.055], [-0.023, -0.010, -0.004], [0.000, 0.008, 0.146], [-0.012, -0.011, -0.150], [0.058, 0.016, 0.161], [0.006, 0.013, -0.077], [-0.002, -0.002, 0.012], [0.010, 0.001, 0.026], [0.023, 0.008, -0.061], [-0.045, -0.027, -0.071], [-0.005, -0.052, 0.059]], "lowdin_charge": [0.0083, -0.5015, 0.1085, -0.1101, -0.0711, -0.1577, -0.1580, -0.1613, -0.1286, -0.3279, 0.0953, -0.5765, 0.2411, 0.0624, -0.6510, 0.7477, 0.0747, 0.0897, 0.0835, 0.0789, 0.0711, 0.0822, 0.0904, 0.1206, 0.0890, 0.1034, 0.1044, 0.1097, 0.0962, 0.1318, 0.1406, 0.1327, -0.0784, -0.0670, -0.1550, 0.0542, -0.1515, -0.0712, 0.1064, 0.1034, 0.0912, 0.1036, 0.1019, -0.0701, -0.0607, -0.1454, 0.0508, -0.1830, -0.0711, 0.1082, 0.0825, 0.1033, 0.1006, 0.1021, -0.0776, -0.0736, -0.1563, 0.0534, -0.1531, -0.0792, 0.1064, 0.1007, 0.1024, 0.0857, 0.0355, -0.0845, -0.0814, -0.1623, 0.0590, -0.1429, -0.0612, 0.1036, 0.0979, 0.0989, 0.0773, 0.1040, -0.0812, -0.0803, -0.1631, 0.0518, -0.1537, -0.0779, 0.1040, 0.0981, 0.1000, 0.0972, 0.0794], "orbital_gap_ev": 9.72, "smiles": "CC(=O)N(C)CCCC[C@@H]1OC(=O)O[C@@H]1Cl.c1ccncc1.c1ccncc1.c1ccncc1.c1ccncc1.c1ccncc1"}